1.
8
Properties=species:S:1:pos:R:3 method="wB97M-V/def2-TZVPD" e_tot_ha=-79.64835 homo_lumo_gap_ev="9.55 / 9.55" e_above_lowest_kj_mol=377.0 multiplicity=1 largest_force_ev_per_a=5.546
C -0.733 -0.085 0.160
C 0.804 -0.129 0.105
H -1.139 -0.999 0.125
H 1.100 0.932 0.084
H -1.152 0.619 0.846
H 1.246 -0.632 0.968
H -1.285 1.018 -1.418
H 1.159 -0.724 -0.869

***

2.
103
Properties=species:S:1:pos:R:3 method="wB97M-V/def2-TZVPD" e_tot_ha=-3380.72110 homo_lumo_gap_ev=8.57 multiplicity=1 largest_force_ev_per_a=1.178
P -2.672 0.612 -3.088
P -4.792 -0.019 -3.707
F -0.159 -1.222 -3.143
O -9.235 0.438 -2.312
O 3.176 -3.092 -0.930
O -5.077 -1.381 -2.865
O -4.805 -0.267 -5.166
O 3.255 0.240 -8.246
O 4.482 4.581 2.562
O -8.022 4.375 -0.147
O 2.319 -0.665 0.517
O 2.315 1.197 3.321
O 3.408 -2.878 2.284
O -9.385 -5.016 -3.588
O 1.302 -1.173 -6.508
O -1.862 1.040 0.578
O 6.393 3.980 7.325
O -5.951 0.997 -3.251
O 4.001 3.042 5.175
O 3.094 5.182 6.641
O 4.728 -0.191 2.060
O 4.093 -5.478 1.519
O 1.748 0.614 -4.203
O -5.514 2.599 0.468
O 5.726 7.068 7.735
O -3.173 3.364 -1.187
O 3.086 0.235 -1.991
O -1.809 -2.609 -5.506
O -8.046 -2.200 -3.429
O -2.792 -3.027 -2.762
O 6.584 5.153 10.076
O -0.145 -0.754 -1.000
O 0.531 -3.824 -1.925
O 0.755 1.898 5.955
O 3.687 -8.406 2.393
O -1.827 -5.049 -0.315
C -0.817 0.959 -2.539
C -0.329 -0.348 -2.129
H 3.200 5.741 5.866
H -7.589 5.233 -0.139
H 3.761 -3.116 3.147
H 2.724 -3.828 -1.359
H 0.807 -1.159 -7.334
H -2.192 -0.015 -4.257
H 6.121 6.805 6.898
H -2.983 1.976 -3.093
H 3.179 0.255 -1.022
H 3.496 1.044 -2.315
H 6.637 3.078 7.558
H -3.435 3.724 -0.332
H 3.209 -8.339 3.226
H -3.194 4.125 -1.779
H 0.280 -3.334 -1.129
H -2.232 -3.442 -2.093
H -5.416 2.308 1.381
H 3.474 2.420 4.661
H -0.805 1.641 -1.689
H 6.204 6.540 8.385
H -7.335 -2.828 -3.261
H 2.446 5.642 7.182
H 2.897 0.050 -7.371
H -1.371 1.327 1.354
H 0.595 -3.133 -2.596
H 3.501 3.174 5.991
H -1.706 -5.301 0.606
H 1.190 1.367 6.629
H -0.201 1.318 -3.365
H 6.589 4.653 9.245
H -2.841 -0.094 -1.863
H -4.182 -1.655 -2.599
H 3.038 0.769 3.797
H 4.137 5.340 3.039
H -9.417 -0.289 -2.917
H 7.307 4.781 10.588
H -7.308 3.739 -0.017
H 4.297 -6.402 1.720
H -1.530 -1.955 -6.154
H 1.399 -2.108 -6.295
H 2.458 -1.578 0.812
H 1.136 1.609 5.117
H -8.712 -5.686 -3.441
H -4.811 2.147 -0.014
H -7.588 -1.354 -3.460
H 1.538 -0.688 -0.052
H 2.248 0.147 -3.516
H -1.062 -5.414 -0.777
H 3.144 -8.981 1.845
H -6.207 0.880 -2.324
H -2.642 -2.242 -5.181
H -2.512 -3.422 -3.595
H 3.331 -5.530 0.935
H 3.926 -0.266 1.536
H -9.075 1.200 -2.877
H 4.354 3.846 3.174
H 1.965 0.159 -5.026
H 2.302 0.698 2.493
H -8.911 -4.177 -3.609
H 5.627 3.874 6.747
H 3.194 -2.389 -1.589
H -1.236 0.526 0.052
H 4.923 -1.103 2.296
H 3.952 -3.399 1.671
H 3.639 1.118 -8.177

***

3.
16
Properties=species:S:1:pos:R:3 method="wB97M-V/def2-TZVPD" e_tot_ha=-1001.84257 homo_lumo_gap_ev=7.57 e_above_lowest_kj_mol=92.5 multiplicity=1 largest_force_ev_per_a=3.042
Rb 3.078 2.673 2.020
S -0.645 -2.092 -0.037
F -0.834 2.362 2.477
F 0.595 2.423 0.725
F -1.176 3.625 0.554
F 0.464 4.082 2.232
O 0.465 -2.842 0.784
C 0.135 -0.532 -0.562
C -0.698 -2.928 -1.705
B -0.292 3.189 1.513
H 0.325 -3.141 -2.017
H -1.201 -3.886 -1.570
H -1.091 -2.263 -2.473
H 0.002 -0.414 -1.638
H -0.314 0.303 -0.025
H 1.187 -0.559 -0.279